Record 1
46
Properties=species:S:1:pos:R:3:forces:R:3:mulliken_charge:R:1 method="wB97M-V/def2-TZVPD" relative_energy_kcal_mol=82.6 max_force_ha_per_bohr=0.0989 e_lumo_ev=0.84 total_energy_ha=-756.7279 homo_energy_ev=-7.737 charge=0 gap_ev=8.58
N -0.5180 -1.4205 -2.1993 -0.2 1.1 0.5 -0.639
C 0.9454 0.5846 1.8235 2.8 -0.8 1.0 -0.533
C 2.2374 0.2570 2.3741 -4.3 1.5 -2.1 0.936
C -0.1229 -0.3499 1.3493 0.4 0.9 0.2 0.103
C -1.3916 0.0500 1.2152 0.5 0.9 -0.8 -0.898
C 0.8028 -1.1693 -2.3926 -1.5 0.7 0.1 -0.553
C -1.3490 -0.3780 -1.9048 0.2 -2.4 -0.9 0.960
C -0.8495 0.9065 -1.8779 -0.5 1.3 0.2 -0.073
C 0.4658 1.1723 -2.1627 0.8 -1.4 0.2 -0.819
C 1.3780 0.0812 -2.3954 -1.0 2.4 0.0 0.816
C 3.2799 1.3266 2.5566 0.0 -0.8 1.5 -1.517
C 2.6799 -1.1620 2.4833 0.1 0.6 5.0 -1.387
C 3.7190 0.6660 -1.4653 0.8 0.8 0.5 -0.506
C -3.1650 -1.3245 2.0188 -0.9 1.2 -0.2 -1.586
C -4.0860 0.9302 -0.1745 0.6 -1.5 0.7 -1.570
C 2.8329 0.3479 -2.6929 1.1 -2.2 -0.8 -0.971
C -2.8832 -0.6582 -1.8395 1.2 -0.7 -0.6 -1.442
C -2.4689 -0.8739 0.6842 -0.5 -0.1 2.1 0.676
C -3.5009 -0.4966 -0.4047 1.7 2.0 -0.3 0.028
H 0.6696 1.6408 1.5848 0.6 -0.7 0.6 0.189
H 0.1185 -1.3293 0.9749 0.4 -0.4 0.1 0.418
H -1.5919 1.0851 1.5863 -0.4 -0.9 -0.5 0.194
H 1.4087 -1.9936 -2.6556 0.5 -1.0 -0.1 0.400
H -1.5047 1.7635 -1.6441 0.2 -0.6 -0.3 0.187
H 0.7361 2.2175 -2.1566 0.6 0.0 -0.1 0.400
H 2.9725 2.2885 2.2525 -0.6 1.1 -0.5 0.388
H 4.1379 1.0582 1.9848 0.9 -0.2 -0.6 0.348
H 3.6590 1.4412 3.5996 -0.4 -0.4 -0.5 0.378
H 3.2612 -1.3626 1.6897 1.6 -1.3 -3.3 0.345
H 1.8888 -1.8790 2.7216 0.2 0.1 -0.5 0.366
H 3.4897 -1.2922 3.3351 -1.7 0.4 -1.2 0.327
H 3.1879 0.5394 -0.5099 -0.1 0.1 -0.3 -0.146
H 4.0440 1.7564 -1.5279 -0.3 -1.4 0.3 0.265
H 4.6474 0.0439 -1.3505 -0.8 0.5 -0.5 0.312
H -2.7831 -0.9708 2.9731 0.5 0.7 -0.3 0.367
H -3.0439 -2.3593 2.1308 -0.4 -1.7 -0.1 0.430
H -4.2084 -1.0044 2.0246 -0.2 -0.4 0.0 0.400
H -4.9704 0.9954 -0.7595 -0.9 0.3 -0.3 0.509
H -4.2927 1.1195 0.8948 0.0 -0.1 -0.5 0.361
H -3.3969 1.6467 -0.5328 0.7 1.0 -0.2 0.239
H 3.2291 -0.5822 -3.2687 -0.5 1.3 1.1 0.281
H 3.0036 1.1467 -3.4088 -0.5 0.2 -0.1 0.416
H -3.1096 -1.6564 -2.3976 0.5 1.5 1.5 0.244
H -3.2252 0.0989 -2.5346 -0.8 0.3 0.0 0.479
H -1.9994 -1.7765 0.3630 0.7 -0.5 -0.6 0.272
H -4.3341 -1.1248 -0.3646 -1.1 -1.5 0.4 0.604



Record 2
47
Properties=species:S:1:pos:R:3:forces:R:3:mulliken_charge:R:1 method="wB97M-V/def2-TZVPD" relative_energy_kcal_mol=64.4 max_force_ha_per_bohr=0.0503 e_lumo_ev=-4.41 total_energy_ha=-811.3142 homo_energy_ev=-11.126 charge=+1 gap_ev=6.72
C 1.4170 -0.4723 2.0978 0.1 0.4 0.1 -1.606
N 1.4232 0.9733 2.0369 -0.1 1.0 0.4 0.223
C 0.3961 1.5745 2.9382 0.8 -0.9 0.2 -0.379
C 1.0151 2.8424 3.5517 -0.2 -0.1 -0.2 -0.541
C 2.5305 2.8036 3.2070 -0.1 -0.1 -0.2 -0.497
C 2.7530 1.5276 2.3742 -0.2 -0.7 0.6 -0.641
H 2.1909 -0.8294 1.4107 -0.2 -0.3 0.3 0.479
H 1.6248 -0.8258 3.1219 -0.1 -0.1 -0.2 0.567
H 0.4246 -0.8093 1.7791 0.2 -0.4 0.2 0.454
H -0.5424 1.7273 2.3785 0.3 0.1 0.3 0.053
H 0.1997 0.8396 3.7440 -0.2 0.3 -0.2 0.307
H 0.5181 3.7187 3.1226 0.2 0.0 0.3 0.275
H 0.8659 2.8253 4.6437 0.0 0.2 -0.5 0.290
H 2.8448 3.6766 2.6261 -0.1 0.0 0.3 0.269
H 3.1216 2.7415 4.1350 -0.1 0.2 -0.5 0.272
H 3.2652 0.7850 3.0169 0.1 0.2 -0.3 0.308
H 3.3592 1.6535 1.4608 -0.2 0.1 0.4 0.225
C -4.6008 -1.4227 -2.7254 -0.1 -0.1 0.1 -0.600
C -5.3092 -0.2077 -2.1048 0.0 0.6 0.0 -0.556
C -4.3634 0.3855 -1.0577 -0.2 0.3 0.4 -0.578
N -3.0773 -0.2786 -1.2941 1.6 0.2 1.2 0.166
C -1.9682 0.0762 -0.6591 -0.8 -0.1 -0.1 -0.542
C -0.7357 -0.5707 -0.8876 0.9 -0.5 0.3 -0.024
C 0.5083 -0.0956 -0.4852 -1.9 0.2 -1.8 -0.389
C 1.7032 -0.6879 -1.0557 0.6 -1.0 0.2 0.221
C 2.8569 0.0518 -1.3831 -0.4 -0.1 0.3 -0.119
C 3.9554 -0.5851 -1.9478 0.1 -0.5 0.0 -0.706
C 3.9490 -1.9751 -2.1540 -0.2 0.1 0.3 -0.349
C 2.8208 -2.7253 -1.7936 0.0 0.2 0.2 -0.800
C 1.7133 -2.0907 -1.2424 0.3 0.4 -0.1 -0.161
C -3.1489 -1.4007 -2.2434 0.2 -0.3 -0.4 -0.608
H -5.0779 -2.3436 -2.3895 0.0 0.0 -0.2 0.306
H -4.6259 -1.3866 -3.8131 -0.2 -0.1 0.1 0.300
H -5.4960 0.5616 -2.8545 -0.2 -0.2 0.0 0.293
H -6.2504 -0.4716 -1.6254 0.0 0.0 -0.2 0.318
H -4.2148 1.4701 -1.1518 -0.1 -0.3 -0.1 0.340
H -4.7143 0.2063 -0.0266 0.3 -0.1 -0.4 0.314
H -2.0459 0.9042 0.0673 0.0 -0.3 -0.6 0.407
H -0.8002 -1.5070 -1.4576 0.3 0.6 0.0 0.393
H 0.5718 0.8123 0.1114 0.2 0.0 0.0 0.595
H 2.8826 1.1191 -1.1599 0.0 -0.2 -0.2 0.423
H 4.8460 -0.0170 -2.2009 -0.2 0.0 0.1 0.398
H 4.8463 -2.4957 -2.5099 -0.4 0.4 0.0 0.379
H 2.8088 -3.8080 -1.8986 0.1 0.2 0.0 0.385
H 0.8708 -2.6655 -0.8603 0.2 0.0 -0.3 0.402
H -2.8773 -2.3635 -1.7709 0.0 0.6 0.0 0.324
H -2.4342 -1.2406 -3.0705 -0.3 0.1 0.4 0.410



Record 3
51
Properties=species:S:1:pos:R:3:forces:R:3:mulliken_charge:R:1 method="wB97M-V/def2-TZVPD" relative_energy_kcal_mol=0.9 max_force_ha_per_bohr=0.0135 e_lumo_ev=-2.78 total_energy_ha=-1435.3274 homo_energy_ev=-10.902 charge=+1 gap_ev=8.12
C -7.8931 -1.3551 -0.5630 0.2 -0.1 -0.1 -1.185
C -6.5086 -1.2112 -1.1833 -0.1 0.2 0.0 -0.551
C -5.8347 0.1229 -0.8577 0.1 -0.3 0.2 -0.424
C -5.4695 0.2615 0.6193 0.0 0.3 -0.2 -0.438
C -4.7224 1.5594 0.9334 0.3 -0.3 0.0 -1.102
C -3.2742 1.5394 0.4538 -0.4 0.4 -0.1 -0.617
H -2.8124 2.5249 0.6016 0.0 -0.1 0.0 0.466
H -3.2256 1.2822 -0.6106 0.1 0.0 0.1 0.383
O -2.5796 0.5662 1.2204 -0.1 -0.2 0.2 -0.327
C -1.3141 0.2535 0.9173 0.4 -0.2 0.0 0.643
C -0.5538 0.8524 -0.0892 -0.3 0.1 0.1 -0.312
C 0.7416 0.4334 -0.3249 0.2 -0.3 0.1 -0.608
C 1.2976 -0.5778 0.4427 -0.4 0.3 0.0 0.282
C 0.5579 -1.1750 1.4591 0.1 0.1 -0.1 -0.567
C -0.7320 -0.7612 1.6903 -0.2 0.2 -0.1 -0.714
H -1.3250 -1.2119 2.4690 -0.1 -0.1 0.1 0.438
H 0.9891 -1.9599 2.0590 0.0 -0.1 0.1 0.383
N 2.6263 -1.0259 0.1804 -0.4 0.2 0.1 0.293
C 3.6774 -0.2220 -0.0266 0.5 0.2 -0.1 0.286
O 3.6757 1.0084 0.0456 -0.2 -0.1 -0.1 -0.857
C 4.9049 -1.0583 -0.3359 0.5 0.2 0.4 0.102
C 4.4517 -2.4919 -0.1127 0.1 -0.3 0.0 -0.814
C 2.9554 -2.4008 0.0997 0.3 -0.2 -0.2 0.342
O 2.1674 -3.2859 0.1887 0.0 -0.1 0.0 -0.500
H 4.6727 -3.1592 -0.9455 0.0 0.0 0.1 0.363
H 4.9010 -2.9291 0.7824 0.0 0.0 0.0 0.317
H 5.2422 -0.8799 -1.3579 -0.2 0.0 0.0 0.339
S 6.2793 -0.5250 0.7725 0.1 -0.3 -0.4 -0.065
C 7.3697 0.3905 -0.3775 -0.5 -0.2 0.3 -0.719
H 8.2340 0.6319 0.2413 0.1 0.0 0.0 0.430
H 7.6948 -0.2752 -1.1752 0.1 0.1 0.0 0.395
C 6.7399 1.6574 -0.9514 0.4 -0.2 -0.3 -0.548
N 5.9014 2.3318 0.0649 -0.5 0.1 0.2 -0.134
H 4.9421 1.7742 0.1322 0.5 0.2 0.0 0.227
H 6.3572 2.3185 0.9819 -0.2 0.1 -0.2 0.368
H 5.6884 3.2966 -0.1960 0.1 -0.1 0.1 0.408
H 7.5361 2.3225 -1.2938 -0.2 0.0 0.0 0.399
H 6.1011 1.4246 -1.8060 0.0 0.1 0.1 0.297
H 1.3144 0.8936 -1.1152 0.0 0.0 -0.1 0.366
H -0.9643 1.6404 -0.6990 -0.1 0.1 0.0 0.409
H -5.2305 2.4044 0.4664 0.0 0.1 0.0 0.477
H -4.7141 1.7184 2.0128 0.0 0.1 0.0 0.345
H -6.3823 0.2424 1.2145 0.0 -0.1 0.1 0.320
H -4.8515 -0.5841 0.9265 -0.1 -0.1 0.1 0.320
H -4.9320 0.2056 -1.4678 0.0 0.1 -0.1 0.222
H -6.5011 0.9407 -1.1423 0.0 0.1 -0.1 0.254
H -6.6005 -1.2959 -2.2687 0.1 -0.1 0.0 0.329
H -5.8702 -2.0293 -0.8418 0.1 0.0 -0.1 0.302
H -8.3599 -2.2778 -0.8990 -0.1 -0.1 0.0 0.369
H -8.5300 -0.5236 -0.8566 -0.1 0.1 0.0 0.296
H -7.8376 -1.3819 0.5219 -0.1 0.0 0.1 0.314



Record 4
56
Properties=species:S:1:pos:R:3:forces:R:3:mulliken_charge:R:1 method="wB97M-V/def2-TZVPD" relative_energy_kcal_mol=0.0 max_force_ha_per_bohr=0.0826 multiplicity=6 e_lumo_ev="-6.58 / -6.35" total_energy_ha=-2603.1992 homo_energy_ev="-14.452 / -14.452" charge=+2 gap_ev="7.87 / 8.10"
Sm 0.3102 -0.2736 0.4063 0.3 -1.0 0.5 0.957
P -2.9348 0.1596 -0.5420 -1.2 -0.1 -1.6 0.912
C -2.1427 0.5876 -2.1480 0.3 0.0 -0.1 -1.080
C -0.8039 1.2438 -2.4686 1.0 0.5 0.1 0.792
N 0.3239 0.9916 -1.7421 -0.1 -0.4 -0.5 0.219
C 1.5469 1.2856 -2.2646 0.0 0.3 0.2 0.822
C 1.6746 1.9872 -3.4542 0.0 -0.2 -0.3 -0.882
C 0.5314 2.3160 -4.1717 0.2 0.0 0.1 -0.592
C -0.7088 1.9398 -3.6713 -0.5 -0.1 0.1 -0.855
C 2.8441 0.9027 -1.5431 0.1 0.0 0.2 -1.274
P 2.9146 -0.7141 -0.5930 0.7 0.7 -0.6 0.697
H -1.6190 2.1466 -4.2335 0.3 0.0 0.1 0.423
H 2.6799 2.2166 -3.8148 -0.4 0.0 0.0 0.465
H 0.6093 2.8144 -5.1371 -0.1 0.0 0.3 0.452
H 3.6692 0.8397 -2.2776 -0.4 0.3 0.2 0.485
H 3.1226 1.6938 -0.8198 -0.1 -0.2 -0.3 0.420
H -2.0765 -0.3795 -2.6395 0.1 -0.6 0.1 0.340
H -2.9226 1.0505 -2.7735 0.0 0.3 0.6 0.582
H -1.1992 -2.2844 -2.2695 0.3 -0.2 0.5 0.409
O -1.9115 -2.2853 -2.9183 0.1 0.2 -0.6 -0.628
H -1.4505 -2.2272 -3.7703 -0.3 -0.3 0.1 0.317
H -2.1054 -0.6218 0.3249 -0.4 0.7 -0.3 0.055
O -0.1090 -2.0825 -0.6085 0.1 0.0 -0.2 -0.724
H 0.2973 -2.9292 -0.8625 -0.4 0.4 0.3 0.211
C 3.4920 -1.8648 -1.8784 -0.4 -0.5 0.0 -1.291
H 4.5149 -1.6090 -2.2115 -0.6 -0.1 0.1 0.425
H 3.4736 -2.8781 -1.4444 0.2 0.3 -0.3 0.390
H 2.7806 -1.8603 -2.7203 0.4 0.0 0.2 0.346
C 4.3989 -0.4843 0.4325 0.0 0.0 0.3 -1.209
H 4.3925 -1.2903 1.1835 0.2 0.3 -0.2 0.394
H 5.3184 -0.5333 -0.1726 -0.3 0.1 0.3 0.390
H 4.3320 0.4747 0.9670 0.1 -0.3 -0.1 0.394
C -3.6545 1.6336 0.1872 0.6 0.1 0.9 -1.128
H -4.7124 1.7810 -0.0636 0.3 -0.3 -0.2 0.420
H -3.5615 1.4987 1.2773 -0.1 0.4 -0.2 0.389
H -3.0672 2.5078 -0.1325 -0.2 -0.2 0.2 0.423
C -4.2294 -1.0540 -0.9273 0.4 -0.2 0.2 -1.256
H -4.6811 -1.3546 0.0243 -0.1 0.1 -0.1 0.452
H -4.9989 -0.6819 -1.6120 0.2 0.2 0.2 0.434
H -3.7605 -1.9312 -1.3837 0.0 0.1 0.0 0.374
O 0.6647 -0.7049 2.6557 -0.6 1.3 -0.2 -0.815
C 0.0830 0.3990 3.0068 0.0 -0.5 0.2 1.096
O -0.5123 1.1334 2.1219 0.4 -0.8 -0.1 -0.805
C 0.0755 0.8043 4.4265 0.1 0.2 0.2 0.169
C -0.5042 2.0229 4.7968 0.1 -0.3 0.1 -0.416
C -0.5374 2.3844 6.1335 0.1 -0.3 0.7 -0.469
C 0.0034 1.5211 7.1133 0.2 -0.7 -2.7 0.008
C 0.6422 0.3188 6.7310 -0.3 0.5 0.2 -0.485
C 0.6660 -0.0289 5.3873 -0.2 0.2 -0.3 -0.421
N -0.1502 1.8246 8.4934 -0.3 0.7 4.2 0.910
O -0.7467 2.8727 8.8317 1.2 -2.1 -1.2 -0.546
O 0.3103 1.0055 9.3246 -0.9 1.6 -2.0 -0.543
H -0.9450 2.6685 4.0395 0.1 -0.1 0.2 0.429
H -1.0006 3.3196 6.4274 0.1 -0.2 0.1 0.480
H 1.0880 -0.3461 7.4668 -0.2 0.3 0.0 0.482
H 1.1141 -0.9599 5.0482 0.0 0.2 0.2 0.458



Record 5
51
Properties=species:S:1:pos:R:3:forces:R:3:mulliken_charge:R:1 method="wB97M-V/def2-TZVPD" relative_energy_kcal_mol=4.2 max_force_ha_per_bohr=0.0151 e_lumo_ev=0.75 total_energy_ha=-1051.1482 homo_energy_ev=-7.848 charge=0 gap_ev=8.60
C 2.9893 -3.9444 5.0528 0.0 -0.1 0.0 -1.017
C 1.9167 -4.9497 4.6338 -0.1 0.1 0.1 -0.756
C 0.6924 -4.2267 4.0883 0.4 -0.4 0.1 0.698
O -0.3284 -4.0993 4.7275 -0.3 0.1 0.2 -0.641
N 0.8974 -3.7381 2.8350 0.4 0.0 -0.3 -0.089
C 0.0475 -2.9845 2.0121 -0.2 0.2 -0.2 0.964
C 0.5367 -2.6115 0.7683 -0.2 0.0 0.1 -0.964
C -0.2890 -1.8664 -0.0602 -0.7 0.1 0.3 0.437
N -0.0656 -1.3751 -1.3186 0.3 0.1 -0.4 -0.703
C -1.1545 -0.7410 -1.6539 -0.1 -0.2 0.1 -0.047
N -2.1222 -0.7822 -0.6820 0.3 0.0 -0.2 0.212
C -1.5888 -1.5024 0.3623 0.6 -0.3 0.2 0.943
C -2.0711 -1.8779 1.6047 -0.1 0.1 -0.2 -1.621
C -1.2429 -2.6196 2.4211 -0.1 -0.1 0.2 -0.480
H -1.5836 -2.9306 3.3937 0.0 0.0 0.0 0.578
H -3.0617 -1.6084 1.9397 -0.1 0.0 0.1 0.299
C -3.4267 -0.1853 -0.7297 -0.3 0.2 -0.1 -1.040
H -3.3529 0.8984 -0.8514 -0.1 -0.1 0.0 0.305
H -4.0112 -0.5959 -1.5564 0.0 0.0 0.1 0.335
H -3.9444 -0.3968 0.2035 0.0 0.0 -0.1 0.333
C -1.3493 -0.0636 -2.9641 0.2 0.1 -0.1 -0.733
H -1.5337 -0.8332 -3.7185 -0.1 0.0 0.0 0.378
H -2.2132 0.5999 -2.9300 0.0 0.0 -0.1 0.369
C -0.1192 0.7495 -3.3913 -0.2 0.0 0.0 -0.885
N -0.1503 2.0884 -2.8283 0.1 0.1 -0.1 0.026
C 0.1623 2.1097 -1.4109 -0.1 0.2 0.2 -0.150
C 0.0036 3.5239 -0.8656 0.1 -0.2 0.1 -0.974
N 0.9012 4.4249 -1.5605 -0.1 0.0 0.0 -0.102
C 0.8518 5.7633 -1.0177 0.0 -0.1 0.0 -1.079
H -0.1455 6.2244 -1.1072 0.0 0.0 0.0 0.381
H 1.5712 6.3880 -1.5455 0.0 0.1 0.0 0.336
H 1.1256 5.7303 0.0359 0.0 0.1 0.0 0.339
C 0.5946 4.4029 -2.9771 0.2 -0.2 -0.2 -0.720
C 0.7570 2.9876 -3.5191 -0.1 0.3 -0.1 -0.785
H 0.5165 2.9800 -4.5853 0.0 0.0 0.0 0.417
H 1.8079 2.6753 -3.3919 0.0 0.0 0.0 0.337
H 1.2855 5.0726 -3.4952 0.0 0.0 0.0 0.464
H -0.4385 4.7456 -3.1708 0.0 0.0 0.0 0.351
H 0.2524 3.5331 0.1984 0.0 0.0 0.0 0.445
H -1.0503 3.8394 -0.9825 0.0 0.0 0.0 0.350
H -0.5207 1.4439 -0.8826 0.0 0.0 0.1 0.149
H 1.1930 1.7622 -1.2250 -0.1 0.0 0.0 0.239
H 0.7880 0.1953 -3.1064 0.0 0.0 -0.1 0.440
H -0.1354 0.8562 -4.4787 0.0 0.0 0.1 0.565
H 1.5280 -2.8878 0.4431 0.1 0.0 0.0 0.352
H 1.7989 -3.9275 2.4191 -0.1 0.0 0.2 0.183
H 1.6011 -5.5294 5.5015 -0.1 0.0 -0.1 0.324
H 2.3131 -5.6344 3.8809 0.0 0.0 0.0 0.299
H 3.8487 -4.4637 5.4708 0.1 0.0 0.0 0.327
H 3.3257 -3.3493 4.2059 0.1 0.1 0.0 0.308
H 2.5931 -3.2700 5.8081 0.0 0.1 0.1 0.306



Record 6
56
Properties=species:S:1:pos:R:3:forces:R:3:mulliken_charge:R:1 method="wB97M-V/def2-TZVPD" relative_energy_kcal_mol=2.9 max_force_ha_per_bohr=0.0879 e_lumo_ev=-2.41 total_energy_ha=-1672.6066 homo_energy_ev=-6.330 charge=0 gap_ev=3.92
N 2.6782 -2.3738 -2.9184 -0.8 0.5 -0.2 -0.670
C 1.7805 -1.8077 -3.3999 0.4 -0.2 -0.2 0.103
C 0.7252 -1.0304 -3.9614 -0.5 0.1 -0.9 -0.445
C 0.5142 0.3327 -3.3418 0.5 0.7 0.6 0.266
C -0.5887 1.1422 -3.9342 0.4 1.9 1.9 -0.186
N -1.0270 2.3541 -3.4492 -0.3 -2.7 -3.6 0.663
O -0.5795 3.2962 -2.8066 0.2 -0.2 0.6 -0.793
O -2.2319 2.5778 -4.2471 0.2 0.8 0.8 -0.229
N -2.5787 1.4817 -4.9810 2.5 -1.7 1.0 -0.555
C -1.5585 0.5864 -4.7499 -3.1 0.5 -1.5 0.933
C -1.4200 -0.7992 -5.1653 -0.8 -0.7 -0.5 -0.579
N -2.5197 -1.5604 -5.7720 0.4 0.1 0.2 0.898
O -3.6615 -1.0627 -5.8300 1.7 -0.5 0.0 -0.601
O -2.2532 -2.7209 -6.1636 -0.5 1.4 0.4 -0.661
C -0.2662 -1.5301 -4.7885 0.4 0.1 0.4 -0.109
H 1.4289 0.9347 -3.1557 -0.4 -0.4 -0.3 0.549
H -0.1929 -2.5671 -5.1209 -0.1 0.4 0.0 0.510
C 1.9751 -3.1924 2.8001 0.1 -0.1 0.0 -2.044
C 0.7849 -2.2847 3.0461 -0.7 -0.5 0.4 1.284
C -0.4855 -3.1448 3.0505 -0.1 -0.4 -0.1 -1.496
C 0.9720 -1.5193 4.3678 0.2 0.0 0.4 -1.548
N 0.6161 -1.3105 1.9352 -0.5 1.8 -0.3 0.453
C 1.5898 -1.1080 0.8584 0.2 -0.1 -0.4 -0.712
C 2.2746 0.2411 1.0511 0.7 0.1 0.7 -0.814
C 1.3603 1.4344 0.8356 0.7 0.1 -1.0 -0.541
N -0.0269 1.1114 1.1479 -0.4 -0.8 1.6 1.004
C -0.9348 2.2948 1.3375 -0.5 0.2 0.1 0.745
C -1.0065 2.5414 2.8428 -0.2 -0.1 0.5 -1.519
C -2.3067 1.9174 0.7980 -0.2 0.2 -0.3 -1.461
C -0.4344 3.5604 0.6670 0.2 0.7 -0.2 -1.573
P -0.4618 -0.0950 2.2241 0.9 -0.6 -1.8 -0.106
H 0.0907 0.0858 -2.3896 0.0 0.1 1.5 -0.071
H 2.9097 -2.6218 2.7517 -0.1 -0.2 0.0 0.422
H 2.0480 -3.9051 3.6293 0.0 0.2 -0.1 0.468
H 1.8176 -3.7718 1.8825 0.3 0.1 0.1 0.486
H -1.4122 -2.5566 3.0910 0.3 0.0 0.1 0.344
H -0.5005 -3.7290 2.1149 -0.1 0.2 0.4 0.402
H -0.4838 -3.8419 3.8965 0.0 0.1 -0.2 0.422
H 0.1034 -0.8883 4.6400 0.3 -0.4 -0.2 0.436
H 1.1432 -2.2263 5.2037 -0.1 0.4 -0.4 0.431
H 1.8509 -0.8581 4.2692 -0.3 -0.2 0.2 0.351
H 2.3176 -1.9191 0.8656 -0.1 0.2 0.0 0.468
H 1.0863 -1.1450 -0.1235 0.0 0.0 0.4 0.301
H 2.6186 0.3116 2.1047 0.1 -0.3 -0.5 0.305
H 3.1628 0.3004 0.4121 -0.2 0.1 0.1 0.462
H 1.6896 2.2715 1.4756 -0.1 -0.4 -0.2 0.242
H 1.4232 1.8001 -0.2032 -0.2 -0.2 0.3 0.342
H 0.0140 2.6553 3.2384 -0.3 0.2 0.0 0.322
H -1.6265 3.4085 3.0857 0.2 0.0 0.0 0.461
H -1.4574 1.6646 3.3437 0.0 0.7 0.0 0.430
H -2.2696 1.7267 -0.2843 0.0 0.1 0.3 0.239
H -2.6810 1.0143 1.2975 -0.1 0.2 -0.1 0.380
H -3.0027 2.7474 0.9932 0.1 -0.4 -0.1 0.466
H -0.3205 3.4926 -0.4185 0.0 -0.2 0.1 0.280
H -1.1894 4.3398 0.8478 0.2 -0.3 0.0 0.471
H 0.5028 3.9447 1.0994 -0.3 -0.2 -0.1 0.375